17
Properties=species:S:1:pos:R:3:forces:R:3 method="wB97M-V/def2-TZVPD" de_lowest_kcal_mol=40.4 homo_lumo_gap_ev=8.867 e_tot_ev=-32551.758 lumo_ev=-0.29 charge=0
C 0.5877 -2.0223 -1.8122 -3.09 1.31 1.43
C -0.2888 -1.0947 -0.8765 0.95 0.43 1.14
C 0.1833 -1.2193 0.5940 4.10 2.15 -3.91
C -0.0270 0.3064 -1.4341 -0.73 -0.21 -1.09
C 0.4928 0.1144 1.2135 -5.79 -1.25 2.71
N -0.9856 0.9943 -1.8599 -1.27 0.80 0.42
O 0.1739 -2.2472 -2.8909 0.18 -0.78 -1.96
O 1.7025 -2.4432 -1.2962 1.41 -0.26 1.44
S 3.3736 -0.6807 0.4142 0.07 0.47 -0.04
S 1.9826 -1.9579 0.4080 -0.36 -1.34 -0.79
H -1.3786 -1.3094 -0.7700 0.79 0.08 -1.25
H -0.2519 -2.0585 0.9898 -1.40 -1.31 2.01
H 0.9545 0.6830 -1.6909 0.87 -0.53 0.71
H 1.0467 0.7859 0.6737 1.34 1.22 -1.46
H 0.8665 -0.0411 2.1866 0.84 0.10 1.17
H -0.5824 0.5434 1.4252 1.95 -0.20 -0.49
H -0.7168 1.9269 -2.2078 0.15 -0.69 -0.05

16
Properties=species:S:1:pos:R:3:forces:R:3 method="wB97M-V/def2-TZVPD" de_lowest_kcal_mol=120.3 smiles="CC(C)(OO)C(=O)C#N" homo_lumo_gap_ev=9.973 e_tot_ev=-12926.969 lumo_ev=-0.12 charge=0
C 0.4508 -1.2955 -0.3281 -0.11 0.32 -0.09
C -0.0251 0.1424 -0.1271 -1.73 0.88 -2.74
C -1.1559 0.2738 0.8941 0.36 0.03 -0.06
O -0.4928 0.7892 -1.4002 0.66 -0.24 0.75
O -1.3206 -0.0818 -2.1691 -0.31 -0.65 0.35
C 1.1090 1.0670 0.1632 1.14 -1.15 2.43
O 1.6364 1.9571 -0.4128 -0.39 -0.27 0.11
C 1.6519 0.5452 1.5688 0.33 1.27 -1.12
N 2.1419 0.2340 2.5593 -0.12 -0.17 0.10
H 1.2830 -1.3361 -1.0272 0.02 -0.03 -0.05
H 0.7526 -1.7276 0.6220 0.06 0.02 0.08
H -0.3788 -1.8789 -0.7215 0.00 0.04 -0.03
H -1.4066 1.3187 1.0648 0.01 0.05 -0.06
H -2.0291 -0.2299 0.4842 0.02 -0.09 0.07
H -0.8596 -0.1698 1.8405 -0.12 -0.14 0.10
H -1.3571 0.3924 -3.0110 0.19 0.12 0.17

16
Properties=species:S:1:pos:R:3:forces:R:3 method="wB97M-V/def2-TZVPD" de_lowest_kcal_mol=119.1 smiles="O[C@@H]1[C@H](O)[C@@]12CC=NO2" homo_lumo_gap_ev=9.517 e_tot_ev=-12927.018 lumo_ev=0.68 charge=0
O -0.6821 -2.2935 -0.6886 -0.18 -0.12 -0.15
C 0.1585 -1.5701 0.1194 0.75 1.24 -0.52
C -0.5686 -0.6390 1.1053 1.19 -0.92 0.61
O -1.9341 -0.8936 1.0420 -1.36 2.63 -0.67
C 0.1468 -0.0250 -0.0300 -0.61 0.79 -1.57
C 1.2651 1.0650 0.0472 0.32 -1.51 2.42
C 0.7772 1.9552 -1.0820 1.02 -0.36 -0.18
N -0.3132 1.5972 -1.6372 0.58 0.22 0.53
O -0.8093 0.4692 -1.0160 0.34 -0.27 0.08
H -1.5776 -2.0564 -0.3963 -0.04 -0.19 -0.14
H 1.1239 -2.0721 0.1811 -0.17 0.28 0.76
H -0.1068 -0.3701 2.0549 -0.50 -0.43 0.30
H -2.4033 -0.0881 0.6060 1.24 -1.91 1.04
H 1.2151 1.5511 1.1057 -0.09 -0.35 -1.83
H 2.3427 0.5920 0.0877 -1.99 1.09 -0.89
H 1.3657 2.7781 -1.4992 -0.51 -0.19 0.21

17
Properties=species:S:1:pos:R:3:forces:R:3 method="wB97M-V/def2-TZVPD" de_lowest_kcal_mol=16.4 smiles="O=C1CN2C(=O)OC[C@@H]12.O" homo_lumo_gap_ev=10.493 e_tot_ev=-14977.472 lumo_ev=0.11 charge=0
O -2.3709 2.8087 -1.3839 0.33 -0.23 0.08
C -1.4914 2.0194 -1.2215 -0.39 0.30 -0.09
C -0.8338 0.9312 -2.0778 0.22 -0.05 -0.27
N 0.1631 0.7529 -0.9820 0.21 0.05 0.18
C 1.4761 1.2524 -1.1851 -0.38 -0.47 -1.43
O 2.2514 0.9083 -2.0369 -0.61 0.07 0.71
O 1.7080 2.2753 -0.3530 0.17 0.47 0.70
C 0.5540 2.6409 0.4169 -0.02 0.07 0.01
C -0.5378 1.6788 -0.0648 0.12 -0.24 0.11
H -1.4676 0.0472 -2.2253 0.17 0.22 0.00
H -0.4058 1.2553 -3.0359 -0.09 -0.10 0.21
H 0.3187 3.6957 0.2229 0.08 -0.28 0.09
H 0.7837 2.4963 1.4788 -0.05 0.09 -0.26
H -1.0585 1.1717 0.7593 0.10 0.16 -0.15
O 1.3363 -1.4251 0.7625 -1.18 -0.18 -0.07
H 0.3803 -1.5466 0.5382 1.29 0.22 0.19
H 1.3273 -0.8992 1.5695 0.03 -0.10 0.00

17
Properties=species:S:1:pos:R:3:forces:R:3 method="wB97M-V/def2-TZVPD" de_lowest_kcal_mol=83.3 homo_lumo_gap_ev=8.553 e_tot_ev=-14974.570 lumo_ev=-0.03 charge=0
C -0.7633 0.4578 -1.7753 0.10 0.38 0.31
N -0.6982 -0.3750 -0.5829 0.50 0.79 2.02
C 0.4333 -1.8193 -0.5349 1.54 -3.39 -0.78
C 1.3040 0.8176 0.5522 0.52 0.21 -0.43
C 0.0653 0.0008 0.7221 -2.73 2.11 -1.13
C -0.5508 -0.0183 1.9115 0.48 -0.57 -0.79
O -1.9746 -0.8845 -0.2882 0.65 0.51 0.06
O 2.0532 0.7940 1.6668 0.06 -0.17 0.20
O 1.3672 -1.7606 -1.2313 -0.90 0.64 0.41
O 1.6241 1.4552 -0.4213 -0.23 -0.34 0.31
H -1.8261 -1.8384 -0.1523 0.36 -0.16 -0.06
H 2.8580 1.3137 1.5076 -0.24 0.01 -0.12
H 0.2405 0.8097 -2.0036 -0.14 -0.06 0.03
H -1.4277 1.3073 -1.6053 0.02 0.03 -0.15
H -1.1354 -0.1627 -2.5926 -0.02 0.00 0.19
H -0.0777 0.4238 2.7709 0.27 -0.18 0.09
H -1.4916 -0.5212 2.0568 -0.25 0.18 -0.17

15
Properties=species:S:1:pos:R:3:forces:R:3 method="wB97M-V/def2-TZVPD" de_lowest_kcal_mol=29.2 smiles="C[C@]12O[C@H]1CNC2=S" homo_lumo_gap_ev=9.182 e_tot_ev=-19670.336 lumo_ev=0.72 charge=0
C 0.9192 -1.0679 1.5111 0.09 0.83 -0.30
C 0.2579 -0.0562 0.5752 0.20 -1.69 0.43
O -0.4709 1.0013 1.1626 -0.18 0.31 -0.21
C -1.1851 0.1106 0.2871 0.88 -0.05 0.65
C -1.3097 0.6247 -1.1043 -0.48 -0.24 -0.57
N 0.0784 0.7270 -1.5573 0.50 0.21 0.02
C 1.0219 0.3312 -0.6734 -0.98 0.16 0.20
S 2.6386 0.2229 -0.8535 0.05 0.09 -0.28
H 0.2246 -1.4709 2.2518 0.09 0.17 -0.12
H 1.7114 -0.4837 1.9813 -0.03 -0.15 0.43
H 1.4611 -1.8687 0.9976 -0.48 0.13 -0.17
H -1.9659 -0.4738 0.7578 0.05 -0.01 -0.08
H -1.8450 -0.1154 -1.7086 0.02 0.04 -0.03
H -1.9041 1.5491 -1.1311 0.53 0.05 -0.16
H 0.3677 0.9699 -2.4962 -0.27 0.14 0.20

15
Properties=species:S:1:pos:R:3:forces:R:3 method="wB97M-V/def2-TZVPD" de_lowest_kcal_mol=44.3 homo_lumo_gap_ev=8.033 e_tot_ev=-19669.682 lumo_ev=0.97 charge=0
C -0.0187 -0.2636 0.2348 0.43 0.70 -0.69
C -3.8443 -0.4158 0.7020 -0.74 -0.16 1.08
C 1.3370 -0.4601 -0.3936 1.01 0.44 2.16
C 1.8726 0.9637 -0.5168 0.25 0.91 -2.32
C -0.5119 0.9722 0.0142 -1.77 -0.02 0.08
N -0.6168 -1.2561 0.9753 -2.42 4.98 1.29
O -3.3130 -0.2790 -0.2676 0.32 0.11 -1.22
S 0.4120 2.2090 -0.8070 1.69 -1.99 0.43
H -0.4249 -2.1629 0.8392 0.55 -3.70 -0.66
H 2.0408 -1.1609 0.1905 -0.97 1.27 -0.51
H 1.3299 -0.8490 -1.3572 -0.68 -1.06 -1.85
H 2.3401 1.2493 0.3923 0.59 0.55 0.58
H 2.5122 1.0979 -1.4416 -0.34 -0.19 1.42
H -1.5576 1.2832 0.1357 0.53 -0.46 0.50
H -1.5576 -0.9278 1.2998 1.54 -1.38 -0.30

15
Properties=species:S:1:pos:R:3:forces:R:3 method="wB97M-V/def2-TZVPD" de_lowest_kcal_mol=40.8 smiles=SCCc1ccno1 homo_lumo_gap_ev=10.131 e_tot_ev=-19669.833 lumo_ev=0.77 charge=0
S -3.4261 -0.4010 -0.0039 0.03 -0.04 0.04
C -1.6561 -0.5470 -0.3692 0.16 -0.92 -0.52
C -0.7576 0.2186 0.5960 0.03 -0.46 0.44
C 0.6910 0.0200 0.2731 -0.30 0.76 0.06
C 1.6899 0.8654 -0.0819 -0.05 1.13 -0.22
C 2.8002 -0.0203 -0.2388 0.60 0.85 -0.26
N 2.4881 -1.2522 -0.0109 0.04 -0.26 0.18
O 1.1521 -1.2291 0.3316 -0.32 -0.46 -0.01
H -3.5535 0.9058 -0.2695 0.05 0.03 -0.02
H -1.4483 -1.6532 -0.3157 -0.16 1.11 -0.02
H -1.4609 -0.2393 -1.4127 -0.10 -0.14 0.48
H -0.9390 -0.1298 1.6212 0.01 -0.09 -0.18
H -1.0330 1.2691 0.6151 0.24 0.20 -0.24
H 1.6203 1.9798 -0.2286 0.20 -1.63 0.22
H 3.8328 0.2134 -0.5058 -0.45 -0.07 0.05

15
Properties=species:S:1:pos:R:3:forces:R:3 method="wB97M-V/def2-TZVPD" de_lowest_kcal_mol=97.4 homo_lumo_gap_ev=7.408 e_tot_ev=-19667.377 lumo_ev=-0.31 charge=0
C 0.5418 -1.1984 1.7547 1.99 0.23 1.74
C 1.7771 -0.5542 1.3814 -0.99 -1.02 -0.10
C -0.3584 -1.0950 0.7542 0.00 1.33 0.66
C 1.5218 -0.0703 0.1205 -0.50 -0.15 0.97
C -0.6768 0.9694 -1.6728 1.93 -1.70 1.09
N 0.2241 -0.2998 -0.1262 -0.72 2.32 -5.71
O -1.5123 0.0980 -2.1947 1.45 0.76 -2.78
S -1.2380 2.3612 -0.8199 0.73 0.91 -0.11
H 0.2626 -1.3381 2.7632 -0.09 -1.06 0.92
H 2.7071 -0.5842 1.9096 0.21 0.09 0.19
H -1.3965 -1.2281 0.8152 -1.26 -0.33 -0.10
H 2.1294 0.3006 -0.6560 0.72 0.69 -0.44
H 0.1981 1.2186 -2.3711 -1.27 -0.57 1.24
H -2.0697 -0.3389 -1.6108 -1.63 -1.00 2.02
H -2.1102 1.7590 -0.0474 -0.57 -0.50 0.42

15
Properties=species:S:1:pos:R:3:forces:R:3 method="wB97M-V/def2-TZVPD" de_lowest_kcal_mol=70.1 smiles="C/C=C/C1=NOCS1" homo_lumo_gap_ev=8.948 e_tot_ev=-19668.563 lumo_ev=0.56 charge=0
C 3.7392 -0.0281 0.1758 -0.08 -0.50 -0.29
C 2.3150 0.3452 -0.1462 1.32 0.70 0.30
C 1.2870 -0.4525 0.0206 -0.07 -0.31 -0.83
C -0.0844 -0.0198 -0.1735 0.17 -0.30 0.44
N -0.3873 1.2093 -0.1661 -0.42 0.09 0.62
O -1.7438 1.4117 0.0764 0.08 -0.17 -0.41
C -2.4787 0.1988 0.2355 -1.07 -0.39 -0.33
S -1.3528 -1.2390 -0.0845 -0.49 1.11 0.26
H 4.4346 0.4693 -0.5318 -0.30 -0.34 0.54
H 4.0207 0.2341 1.2265 -0.22 -0.16 -0.87
H 3.7919 -1.1276 0.0296 0.45 0.59 0.32
H 2.1522 1.3510 -0.4971 -0.19 0.27 0.04
H 1.4190 -1.4807 0.2846 0.12 -0.47 0.27
H -3.2727 0.2245 -0.5481 0.38 -0.24 0.81
H -2.9080 0.1325 1.2669 0.34 0.13 -0.86